1.
Below is one molecule with the formula C5H8O2, with properties calculated with ωB97M-V/def2-TZVPD.

As for the SMILES: C[C@@]1(O)[C@@H]2CO[C@@H]21. The value obtained for the HOMO energy is -8.7 eV.

```
15
Properties=species:S:1:pos:R:3:forces:R:3:nbo_charge:R:1
O -1.901151 -0.105921 -0.581520 0.2 -1.0 -3.5 -0.529
H -2.539655 0.611199 1.100423 -0.8 -0.1 1.3 0.189
O 0.394425 -1.718360 0.016747 -0.2 -2.7 0.6 -0.696
C -0.402420 0.575995 0.679518 -0.6 -0.5 0.8 -0.274
H -0.011382 1.367968 1.308551 0.0 -0.1 0.0 0.216
C 1.807102 0.272083 -0.274985 -0.3 -1.2 -0.1 -0.627
C 0.479198 -0.395456 -0.030956 -0.7 4.1 -2.6 0.232
H 1.627204 1.311450 -0.471475 0.3 0.5 -0.2 0.213
H 2.343154 -0.240659 -1.043690 0.2 0.0 -1.1 0.210
H 2.437579 0.140282 0.558198 0.8 0.2 1.4 0.211
H -1.643861 -1.106797 1.323446 -1.1 1.4 -0.7 0.194
H -0.373811 1.050423 -1.711060 -0.2 0.4 -0.3 0.207
C -1.801067 -0.095003 0.803160 2.8 0.3 0.9 -0.074
H 0.161975 -2.128038 -0.832583 0.1 0.5 0.4 0.492
C -0.577287 0.460829 -0.843771 -0.5 -1.9 3.1 0.036
```
Positions in Å, forces in eV/Å.

=====

2.
Below is a 10-piece molecular cluster, C28H64N8O16S2 overall, with properties calculated with ωB97M-V/def2-TZVPD.

As for the SMILES: O=S1(=O)OCCO1.O=S1(=O)OCCO1.CNC(C)=O.CNC(C)=O.CNC(C)=O.CNC(C)=O.CNC(C)=O.CNC(C)=O.CNC(C)=O.CNC(C)=O. The value obtained for the HOMO energy is -9.4 eV.

```
118
Properties=species:S:1:pos:R:3:forces:R:3:lowdin_charge:R:1
H 1.327749 3.433285 2.486206 0.0 0.1 0.2 0.063
H 1.214893 0.467257 2.121199 0.3 0.3 -0.2 0.075
H 1.544449 -0.034157 -2.406924 -0.1 0.0 -0.2 0.052
H 0.436848 1.194361 -3.815916 -0.2 -0.1 0.1 0.103
H 0.782326 -1.260247 0.186045 0.1 -0.6 -0.4 0.080
H -2.704254 -1.369853 2.241659 -0.3 -0.7 0.2 0.062
H -1.631044 -0.635973 3.473648 0.2 -0.7 -0.1 0.069
H -5.959051 3.926062 0.758700 0.1 0.4 -0.2 0.087
H 3.830632 -3.435671 6.991038 0.2 -0.3 -0.3 0.074
C 4.120906 1.574876 -1.816156 1.1 0.3 0.7 -0.139
H 1.485409 5.406363 3.915005 0.0 0.1 0.1 0.126
O -0.486470 1.624650 -6.311461 -0.1 0.2 -0.4 -0.201
H -1.625636 -2.134799 -6.027792 0.1 0.1 0.3 0.088
H 0.100441 1.760155 1.490936 0.0 0.0 0.4 0.067
H -6.479516 -0.221039 0.073028 0.0 -0.2 0.0 0.084
H 0.690577 -1.593249 -2.357891 -0.5 0.4 0.2 0.082
H -4.129515 2.092920 -0.377155 0.1 0.0 0.0 0.098
C 2.605657 7.200063 3.668489 0.0 0.6 0.2 -0.087
C -2.038427 3.425926 -0.944721 0.1 -0.6 0.6 0.007
C 2.610562 -3.342404 -5.148542 -0.5 -0.2 0.0 0.006
H 0.365560 -3.628856 -6.248478 0.0 0.0 0.0 0.128
C 1.548540 -2.280512 -5.317416 0.3 0.2 -0.1 -0.540
H 3.348129 2.037000 -1.213203 -0.6 -0.3 -0.5 0.111
O -1.445667 2.005493 -4.208319 -0.3 -0.3 0.0 -0.211
H -0.319162 0.012217 1.515736 -0.1 0.2 0.0 0.059
H -5.375288 -1.053731 1.201997 0.1 -0.2 -0.2 0.076
H 3.044293 3.117039 2.958613 -0.3 -0.1 0.2 0.087
H -1.650285 -0.125742 -1.614317 -0.1 0.1 -0.4 0.075
H 3.091930 1.052198 -3.637226 0.0 0.1 -0.1 0.111
N -3.250843 -1.647415 4.348630 0.2 -1.0 -0.6 0.011
H -0.485152 -3.866075 -0.608945 -0.2 -0.1 0.0 0.064
H 3.589290 -2.891084 -5.262655 0.1 0.0 0.0 0.081
H 2.461301 -4.146508 -5.869584 0.2 -0.1 0.1 0.074
H -5.135302 0.631570 0.798135 0.1 -0.1 0.0 0.060
H 2.289040 -3.396923 3.158739 0.4 -0.1 0.1 0.080
C 1.259682 -3.476269 1.367619 0.1 0.5 -0.8 -0.536
S -1.948483 1.809471 -5.711777 0.7 -0.1 0.4 0.574
H 3.245680 -4.131142 1.782912 0.3 0.0 0.4 0.078
O -2.635269 0.587851 -5.874072 -0.2 -0.4 0.1 -0.211
N 1.175404 -4.513670 0.497142 -0.3 0.0 0.0 0.011
H 2.029411 -4.821246 0.065122 0.0 -0.3 0.3 0.130
H 2.029445 0.441340 5.309533 0.4 -0.1 0.4 0.082
C 0.476798 0.749952 1.371472 -0.5 -0.4 -0.3 0.008
H 3.672625 7.355868 3.829284 0.1 -0.3 -0.1 0.086
C 1.597973 -0.552675 5.257081 -0.8 -1.1 -0.5 -0.061
C -5.740541 3.432582 -0.188748 -0.5 -0.7 0.3 -0.074
H -3.909018 -4.096715 5.714526 -0.1 0.1 0.1 0.092
H 0.147678 2.908396 -3.379454 0.4 0.1 -0.1 0.131
C -4.611373 -3.296999 5.456094 0.2 -0.6 0.2 -0.005
H -3.057356 -1.321692 5.277520 0.1 0.0 0.0 0.132
H -3.155949 0.032141 3.296066 0.0 0.0 -1.0 0.090
H 2.524200 -3.749730 -4.140089 0.1 0.0 0.0 0.084
H -1.340303 4.254137 -0.903282 0.3 -0.2 -0.1 0.089
H 2.112329 7.552407 4.573373 -0.1 -0.1 -0.1 0.082
C -5.444976 -0.335527 0.383311 -0.2 0.5 0.2 0.000
N 0.403757 -2.679162 -5.924590 0.3 0.1 0.0 0.016
O -5.136483 -0.871372 -1.929549 0.0 0.3 0.0 0.054
H -2.773189 -1.136433 -2.615811 -0.1 0.2 0.0 0.090
C -0.643100 -1.761838 -6.318590 -0.5 -0.2 -0.4 -0.063
C -0.087894 -4.789451 -0.187803 0.5 0.4 0.1 -0.049
C 2.573043 -3.344712 2.107365 -1.0 0.2 -0.4 0.023
H -6.322547 2.506903 -0.153165 0.1 0.0 -0.1 0.072
C 0.949562 0.666965 -0.071461 0.0 -0.2 0.2 -0.534
O -2.519097 3.022310 -6.150965 -0.3 0.6 -0.2 -0.202
H -6.089791 4.000510 -1.046928 0.1 0.3 0.1 0.090
N -4.346766 3.070008 -0.284577 0.0 -0.1 0.2 0.003
N -3.297044 -0.874034 -0.612147 -0.4 0.3 0.4 0.016
N 2.381260 -1.633056 5.835388 0.8 1.2 0.0 0.000
H -0.782199 -5.197324 0.541168 -0.2 0.0 -0.2 0.093
O 5.088801 0.579005 -3.640745 0.2 -0.1 -0.1 -0.174
C -0.007247 2.136245 -4.127638 -0.2 0.2 0.1 -0.139
O -4.386605 -3.122931 3.071076 0.1 0.1 0.3 0.030
O 3.581251 5.610358 1.613755 0.3 0.2 -0.1 0.055
H -1.634608 -1.851189 -1.459115 -0.2 -0.1 0.0 0.062
O 6.567984 -0.384581 -1.944385 0.9 0.0 0.2 -0.207
H -2.028633 2.923800 -1.912017 -0.2 0.4 -0.3 0.069
C 2.369523 3.663554 2.293211 1.0 0.3 -0.4 -0.001
C -3.398413 3.980706 -0.616189 -0.3 0.2 -1.2 -0.552
C -4.628424 -0.697166 -0.838005 -0.1 -0.7 -0.2 -0.552
H 0.621467 -0.575078 5.736594 -0.1 0.2 -0.1 0.080
H 2.308772 7.831262 2.828483 0.0 0.0 0.0 0.088
C 1.428430 -0.957727 -1.853978 0.0 -0.6 -1.2 -0.077
O -3.668471 5.158260 -0.788456 0.1 -0.1 0.5 0.048
H -0.460737 -0.787279 -5.892527 0.0 0.0 0.2 0.046
H 4.202291 2.462639 -3.786607 0.2 -0.1 -0.2 0.140
H -0.709732 -1.633701 -7.404410 0.3 0.0 0.0 0.095
H 3.370837 -1.458142 5.841405 0.1 -0.5 0.1 0.129
O 1.745729 -1.136552 -4.929302 -0.2 0.2 0.0 0.022
O 4.251907 0.175388 -1.455568 -0.5 0.0 0.2 -0.206
H 2.656205 3.362023 1.287301 -0.3 -0.1 -0.1 0.071
H -3.012486 -0.675766 0.331527 0.3 -0.1 -0.1 0.098
C 2.788252 5.124692 2.391339 -0.5 -0.2 0.3 -0.556
H 2.338018 -1.540173 -2.029678 0.3 0.3 0.8 0.072
H 1.405386 2.122629 -5.816105 0.1 0.1 0.1 0.133
O 0.654996 -2.939309 6.497937 0.2 0.3 -0.3 0.032
O 1.127280 1.680826 -0.731082 0.2 0.1 -0.4 0.013
C -2.651163 -0.946182 3.230850 0.0 2.4 1.5 -0.067
C 4.038617 1.496769 -3.317690 -0.8 0.2 0.3 -0.150
S 5.263909 -0.491037 -2.464927 0.0 0.8 -0.2 0.556
C 0.406842 2.459639 -5.556531 0.1 -0.1 0.1 -0.143
H 2.806341 -4.636652 6.049052 0.4 0.2 -0.2 0.083
H -1.762565 2.606403 -0.269247 0.2 0.4 0.2 0.067
N 1.078633 -0.600232 -0.521730 0.0 0.2 1.1 0.046
C -4.092568 -2.695572 4.179758 -0.3 0.1 -0.4 -0.558
C 1.856776 -2.757585 6.368032 -0.4 -0.5 0.3 -0.569
H 0.095954 -5.498312 -0.988519 0.0 -0.1 0.0 0.085
H 0.256903 3.510979 -5.808094 0.0 -0.1 -0.1 0.133
H -4.662572 -2.602899 6.292799 0.1 0.1 0.0 0.075
H 1.473856 -0.817544 4.201239 -0.3 0.4 0.0 0.065
O 4.774146 -1.741009 -2.884551 -0.5 -0.9 -0.1 -0.221
N 2.268236 5.820306 3.442209 0.1 -0.5 -0.2 -0.007
H 2.438559 -4.292937 7.687313 0.1 0.2 0.1 0.084
H 5.063248 2.052544 -1.514460 -0.1 0.0 -0.2 0.137
O 0.343402 -2.662634 1.483996 0.1 -0.4 0.5 0.003
C -2.303034 -1.004947 -1.647730 0.7 0.0 0.4 -0.053
C 2.840180 -3.833725 6.784502 -0.5 0.2 0.4 -0.001
H -5.577386 -3.772814 5.318107 -0.1 0.1 -0.2 0.082
H 2.961505 -2.349339 1.895712 0.2 -0.1 0.1 0.087
```
Positions in Å, forces in eV/Å.

=====

Calculated relative energy (zero: lowest compared OMol25 entry of this formula, charge and spin) (kcal/mol), listed in the same order as above: 80.09; 0.00
Calculated LUMO (eV), listed in the same order as above: 0.88; 0.06
Calculated orbital gap (eV), listed in the same order as above: 9.6; 9.5